Record 1
{"formula": "C33H56As3CrN4P", "method": "the ωB97M-V functional and the def2-TZVPD basis", "elements": ["Cr", "N", "C", "C", "N", "C", "C", "N", "H", "H", "H", "H", "H", "H", "H", "H", "H", "H", "H", "H", "H", "N", "C", "C", "C", "C", "C", "C", "P", "C", "C", "C", "C", "C", "C", "C", "C", "C", "C", "C", "C", "H", "H", "H", "H", "H", "H", "H", "H", "H", "H", "H", "H", "H", "H", "H", "H", "C", "As", "C", "C", "C", "C", "C", "As", "C", "C", "C", "As", "C", "C", "H", "H", "H", "H", "H", "H", "H", "H", "H", "H", "H", "H", "H", "H", "H", "H", "H", "H", "H", "H", "H", "H", "H", "H", "H", "H", "H"], "xyz": [[-0.0330, 0.5500, -0.6583], [2.0721, 0.5749, -1.0912], [2.6597, 1.7986, -0.4788], [1.9747, 2.0005, 0.8583], [0.6196, 1.4602, 0.7591], [-0.2540, 2.2811, -1.8129], [-0.7345, 1.5705, -3.0583], [-1.2204, 0.2634, -2.5242], [2.4152, -0.2265, -0.5554], [2.4274, 0.4641, -2.0359], [2.4701, 2.6374, -1.1412], [3.7384, 1.6974, -0.3684], [1.9485, 3.0559, 1.1356], [2.4931, 1.4669, 1.6589], [0.0769, 1.6676, 1.5903], [-0.9916, 2.9362, -1.3537], [0.6637, 2.8442, -1.9397], [0.0795, 1.3687, -3.7522], [-1.5111, 2.1009, -3.6109], [-1.0421, -0.5053, -3.1654], [-2.2241, 0.3071, -2.3822], [2.2187, -1.1621, 1.3788], [2.5099, -2.3693, 0.7180], [3.6780, -3.0504, 1.0701], [4.0515, -4.2095, 0.4245], [3.2613, -4.7240, -0.6001], [2.1203, -4.0492, -0.9668], [1.7164, -2.8607, -0.3273], [0.2184, -2.0400, -0.9611], [0.2656, -2.4498, -2.7518], [-0.4180, -3.5513, -3.2676], [-0.2934, -3.8953, -4.6080], [0.5132, -3.1493, -5.4533], [1.1976, -2.0478, -4.9561], [1.0712, -1.7058, -3.6188], [-1.1931, -3.0535, -0.4134], [-2.4591, -2.7552, -0.9221], [-3.5083, -3.6457, -0.7626], [-3.3169, -4.8255, -0.0474], [-2.0754, -5.1031, 0.5044], [-1.0117, -4.2268, 0.3083], [2.7773, -1.0289, 2.2106], [1.2355, -1.0132, 1.5814], [4.2921, -2.6560, 1.8716], [4.9596, -4.7181, 0.7202], [3.5427, -5.6335, -1.1120], [1.5271, -4.4476, -1.7791], [-1.0477, -4.1575, -2.6296], [-0.8269, -4.7557, -4.9898], [0.6128, -3.4261, -6.4944], [1.8295, -1.4606, -5.6094], [1.6059, -0.8413, -3.2536], [-2.6052, -1.8645, -1.5231], [-4.4561, -3.4600, -1.2531], [-4.1214, -5.5449, 0.0415], [-1.9153, -6.0262, 1.0466], [-0.0314, -4.4830, 0.6915], [-0.4545, -2.9456, 3.7966], [-0.9911, -1.1884, 3.1367], [-0.5665, -0.2258, 4.7934], [-2.9303, -1.5031, 3.3466], [-3.8771, -0.3714, 2.9333], [-3.6179, 0.8769, 3.7901], [-3.8412, -0.0639, 1.4173], [-2.4312, 1.0099, 0.5045], [-2.2261, 2.6372, 1.5506], [-3.6336, 1.7405, -0.8482], [-5.3355, -0.7471, 3.3679], [-6.4096, -2.1028, 2.5052], [-6.8485, -1.7894, 0.6703], [-5.7371, -3.8798, 2.7326], [-0.7531, -3.0464, 4.8399], [0.6274, -3.0468, 3.7254], [-0.9190, -3.7340, 3.2101], [-1.2507, -0.5049, 5.5946], [-0.5784, 0.8556, 4.6729], [0.4404, -0.5253, 5.0850], [-3.0868, -1.7478, 4.4012], [-3.1284, -2.4091, 2.7645], [-2.5796, 1.1849, 3.7267], [-3.8262, 0.6709, 4.8408], [-4.2482, 1.7130, 3.4841], [-4.7377, 0.5076, 1.1624], [-3.8669, -0.9972, 0.8457], [-3.2022, 3.0241, 1.8333], [-1.7321, 3.3686, 0.9103], [-1.6318, 2.4911, 2.4495], [-4.4282, 2.2870, -0.3420], [-4.0857, 0.9447, -1.4426], [-3.1118, 2.4271, -1.5109], [-5.9735, 0.1402, 3.3571], [-5.3069, -1.0926, 4.4040], [-7.1052, -0.7439, 0.5201], [-7.6953, -2.4183, 0.3997], [-5.9700, -2.0721, 0.0907], [-5.6412, -4.1104, 3.7912], [-4.7608, -3.9040, 2.2432], [-6.4185, -4.5832, 2.2587]], "lowdin_charge": [0.450, -0.020, -0.176, -0.202, -0.117, -0.159, -0.245, -0.046, 0.059, 0.105, 0.110, 0.139, 0.139, 0.118, 0.030, 0.046, 0.061, 0.119, 0.126, 0.074, 0.054, 0.077, -0.322, -0.017, -0.033, -0.049, -0.079, -0.306, 1.086, -0.381, -0.079, -0.035, -0.035, -0.042, -0.109, -0.376, -0.132, -0.084, -0.073, -0.046, -0.077, 0.106, -0.015, 0.123, 0.126, 0.121, 0.108, 0.108, 0.122, 0.124, 0.121, 0.079, 0.093, 0.109, 0.118, 0.123, 0.111, -0.291, 1.122, -0.302, -0.353, -0.634, -0.062, -0.307, 1.154, -0.266, -0.264, -0.309, 1.388, -0.237, -0.230, 0.044, 0.029, 0.010, 0.042, 0.014, 0.034, 0.093, 0.057, 0.036, 0.109, 0.099, 0.073, 0.049, 0.050, 0.045, 0.022, 0.051, 0.042, 0.032, 0.093, 0.092, 0.049, 0.056, 0.017, 0.056, 0.013, 0.055], "max_force_ev_per_a": 0.551, "e_lumo_ha": [-0.32331, -0.37253], "total_energy_ha": -9602.274897, "homo_ev": [-15.39, -15.38], "mol_weight_g_mol": 816.58, "multiplicity": 4, "relative_energy_kj_mol": 0.0, "charge": 3}

=====

Record 2
{"formula": "C15H46O9V", "method": "the ωB97M-V functional and the def2-TZVPD basis", "elements": ["V", "C", "O", "H", "H", "H", "O", "H", "C", "C", "O", "H", "H", "H", "H", "H", "H", "C", "C", "O", "H", "H", "H", "H", "H", "H", "C", "C", "O", "H", "H", "H", "H", "H", "H", "C", "C", "O", "H", "H", "H", "H", "H", "H", "C", "C", "O", "H", "H", "H", "H", "H", "H", "C", "C", "O", "H", "H", "H", "H", "H", "H", "C", "C", "O", "H", "H", "H", "H", "H", "H"], "xyz": [[-9.0138, -11.8100, 12.8875], [-10.8822, -13.4920, 15.0278], [-10.7148, -12.9872, 13.7293], [-10.0088, -13.3492, 15.6772], [-11.7290, -12.9869, 15.5127], [-11.0804, -14.5726, 15.0042], [-8.3222, -10.9970, 14.6787], [-8.7760, -11.3122, 15.4593], [-14.0865, -16.4856, 12.2796], [-13.4670, -15.1332, 12.6036], [-12.0775, -15.2153, 12.2807], [-15.1727, -16.4160, 12.1778], [-13.8978, -17.2075, 13.0782], [-13.7006, -16.9192, 11.3587], [-13.6360, -14.8115, 13.6346], [-13.8917, -14.3758, 11.9329], [-11.6345, -14.5443, 12.8337], [-11.3970, -7.9571, 12.2022], [-10.7678, -9.2008, 11.6255], [-10.5468, -10.1864, 12.6654], [-11.2897, -7.0897, 11.5497], [-10.9092, -7.7166, 13.1479], [-12.4661, -8.0453, 12.4032], [-9.7945, -8.9614, 11.1933], [-11.3486, -9.7122, 10.8537], [-11.4536, -10.3805, 12.9780], [-11.7202, -16.7584, 16.8878], [-12.6476, -17.7945, 16.2569], [-13.8181, -17.8517, 17.0565], [-12.1926, -15.7768, 16.8764], [-10.7957, -16.7410, 16.3104], [-11.4268, -16.9389, 17.9224], [-12.1667, -18.7780, 16.2271], [-12.7902, -17.5176, 15.2065], [-14.4107, -18.5380, 16.7352], [-9.8747, -17.8365, 13.9125], [-10.2365, -18.4837, 12.5802], [-9.5887, -19.7579, 12.5793], [-8.8079, -17.6476, 14.0332], [-10.2160, -18.4363, 14.7552], [-10.3649, -16.8621, 13.9960], [-9.9449, -17.8547, 11.7371], [-11.3186, -18.6471, 12.5642], [-9.8439, -20.2232, 11.7760], [-15.3457, -10.1985, 13.8869], [-14.3206, -11.2564, 14.2590], [-13.3140, -11.2703, 13.2404], [-16.0526, -10.0097, 14.6965], [-15.9414, -10.4524, 13.0086], [-14.8660, -9.2424, 13.6667], [-14.7892, -12.2397, 14.3141], [-13.9085, -10.9644, 15.2283], [-12.6407, -11.9130, 13.5393], [-13.9785, -13.5694, 17.5920], [-14.7482, -14.4910, 16.6780], [-15.9216, -13.8123, 16.1978], [-14.5157, -13.1819, 18.4589], [-13.5566, -12.7513, 17.0080], [-13.1662, -14.1002, 18.0970], [-15.0541, -15.3933, 17.2107], [-14.1830, -14.7443, 15.7762], [-16.5008, -14.4577, 15.7842], [-7.8265, -15.6615, 16.8922], [-7.3699, -14.2479, 16.6605], [-5.9485, -14.1481, 16.7716], [-7.4182, -16.3624, 16.1606], [-8.9084, -15.7679, 16.7929], [-7.5062, -15.9926, 17.8805], [-7.7479, -13.5562, 17.4219], [-7.7570, -13.8433, 15.7213], [-5.5986, -13.6155, 16.0548]], "lowdin_charge": [1.087, -0.240, -0.446, 0.052, 0.063, 0.053, -0.441, -0.072, -0.084, -0.308, -0.102, 0.070, 0.052, 0.074, 0.090, 0.109, 0.025, -0.068, -0.259, -0.177, 0.080, 0.089, 0.073, 0.114, 0.122, 0.074, -0.077, -0.312, -0.076, 0.046, 0.032, 0.086, 0.108, 0.093, 0.085, -0.087, -0.302, -0.087, 0.074, 0.064, 0.056, 0.111, 0.104, 0.078, -0.083, -0.295, -0.104, 0.076, 0.074, 0.066, 0.099, 0.111, 0.049, -0.081, -0.307, -0.095, 0.080, 0.052, 0.070, 0.106, 0.084, 0.078, -0.077, -0.330, -0.076, 0.074, 0.048, 0.080, 0.112, 0.087, 0.076], "max_force_ev_per_a": 4.624, "e_lumo_ha": [-0.03684, -0.03805], "total_energy_ha": -2220.130321, "homo_ev": [-8.69, -9.16], "mol_weight_g_mol": 421.47, "multiplicity": 4, "relative_energy_kj_mol": 122.8}

=====

Record 3
{"formula": "C3H7Cl2NO2", "method": "the ωB97M-V functional and the def2-TZVPD basis", "elements": ["C", "C", "C", "N", "O", "O", "Cl", "Cl", "H", "H", "H", "H", "H", "H", "H"], "xyz": [[-1.6978, 3.0761, 0.8688], [1.7115, -1.9797, -0.5846], [0.8701, 0.3181, -1.1636], [0.9383, -0.9439, -1.3197], [-1.7193, 4.1488, 1.3492], [0.8309, -2.6568, 0.2702], [1.6761, 0.9633, 0.2191], [-2.4161, -0.6186, 1.3393], [-1.1121, 2.6717, 0.0393], [-2.2974, 2.2735, 1.4221], [2.5298, -1.4797, -0.2044], [2.0323, -2.8238, -1.3330], [0.3306, -1.0534, -2.1175], [-2.0506, 0.1604, 0.3580], [0.3738, -2.0561, 0.8568]], "lowdin_charge": [-0.181, -0.245, -0.580, -0.102, 0.022, -0.038, 0.558, 0.292, 0.056, 0.055, 0.061, 0.167, 0.116, -0.241, 0.060], "max_force_ev_per_a": 4.887, "e_lumo_ha": 0.01928, "total_energy_ha": -1244.005067, "homo_ev": -8.99, "mol_weight_g_mol": 160.00, "relative_energy_kj_mol": 0.0}

=====

Record 4
{"formula": "C5H4O2", "method": "the ωB97M-V functional and the def2-TZVPD basis", "elements": ["O", "C", "C", "C", "C", "C", "O", "H", "H", "H", "H"], "xyz": [[-0.5648, -2.2031, 0.9660], [-0.2108, -1.1699, 0.4613], [1.1279, -0.8160, -0.1737], [1.0841, 0.6383, -0.6658], [-0.2174, 1.1140, -0.3290], [-1.1069, 0.1226, 0.3488], [-2.2437, 0.2324, 0.7280], [1.9490, -0.9637, 0.5497], [1.3825, -1.5111, -0.9940], [-0.7586, 1.9706, -0.9965], [-0.3840, 2.2921, -0.0858]], "lowdin_charge": [0.138, -0.308, -0.149, 0.044, -0.183, -0.326, 0.124, 0.132, 0.132, 0.197, 0.198], "max_force_ev_per_a": 2.031, "e_lumo_ha": -0.02408, "total_energy_ha": -343.207046, "homo_ev": -8.67, "mol_weight_g_mol": 96.08, "relative_energy_kj_mol": 486.5}

=====

Record 5
{"formula": "HO2PS", "method": "the ωB97M-V functional and the def2-TZVPD basis", "elements": ["O", "O", "P", "S", "H"], "xyz": [[2.0119, -0.4880, 0.2303], [-0.9132, -1.9571, 0.3878], [0.0780, -1.1874, -0.3786], [3.4764, -0.0896, -0.0075], [-0.1810, 0.1955, -0.0264]], "lowdin_charge": [-0.951, -0.533, 0.779, 0.783, -0.077], "max_force_ev_per_a": 2.603, "e_lumo_ha": [-0.10426, -0.09812], "total_energy_ha": -890.506313, "homo_ev": [-8.89, -8.99], "mol_weight_g_mol": 96.05, "relative_energy_kj_mol": 318.9}